1.
{"formula": "C10H9N3OP", "method": "ωB97M-V/def2-TZVPD", "symbols": ["N", "C", "O", "N", "C", "C", "C", "C", "C", "C", "C", "P", "N", "C", "C", "H", "H", "H", "H", "H", "H", "H", "H", "H"], "positions_angstrom": [[4.4233, -2.8675, 0.7925], [3.7064, -2.7256, -0.3037], [2.7902, -2.3568, -1.4329], [2.1085, -1.2530, -0.9932], [2.9930, -0.0207, -0.7268], [2.3855, 1.4003, -0.1468], [0.7605, 1.4416, 0.1358], [0.1476, 2.8380, 0.7600], [-1.4766, 2.8892, 1.0111], [-2.4225, 1.5840, 0.6770], [-1.8194, 0.1803, 0.0549], [-3.0058, -1.2739, -0.3020], [-3.7631, -1.8548, 1.0427], [-0.1748, 0.1049, -0.2064], [0.5824, -1.2459, -0.7830], [4.1695, -0.0393, -0.9268], [3.1262, 2.2909, 0.0328], [0.9027, 3.7123, 0.9871], [-1.9306, 3.8698, 1.4662], [-3.5794, 1.6250, 0.8953], [-2.2220, -2.3573, -0.8932], [-4.0944, -0.8514, -1.1875], [-3.4996, -2.8627, 1.1278], [-0.0492, -2.2195, -1.0395]], "atomic_forces_ev_per_a": [[-6.62, 1.26, -10.28], [3.91, -0.50, 6.98], [2.36, -1.37, 3.35], [-2.96, 5.53, 1.97], [-2.59, 3.19, 1.37], [-2.04, -5.22, -1.40], [0.65, 0.60, 0.19], [-3.44, -3.43, -0.85], [3.05, -2.81, -1.22], [3.49, -1.32, -1.04], [2.06, 4.53, 0.88], [-1.82, -1.65, 3.12], [1.75, 0.22, -2.37], [1.04, 0.20, -0.14], [1.27, 2.62, 0.87], [-3.02, -0.59, 0.33], [-1.70, -1.98, -0.38], [-1.92, -1.91, -0.49], [0.85, -2.23, -1.04], [2.64, -0.04, -0.49], [-0.36, 1.37, -0.26], [1.62, 0.24, 0.15], [-0.17, 1.10, 0.20], [1.96, 2.20, 0.55]], "smiles": "N#CO[n+]1ccc2cccc([PH2]=N)c2c1", "gap_ev": 5.499, "homo_ev": -11.59, "total_charge": 1, "e_lumo_ev": -6.087}


2.
{"formula": "C3H6N2", "method": "ωB97M-V/def2-TZVPD", "symbols": ["C", "C", "C", "H", "H", "H", "H", "H", "H", "N", "N"], "positions_angstrom": [[-0.3346, 1.5196, 0.6964], [0.9356, 0.6128, 0.4778], [-0.4374, -2.0376, -1.0353], [-1.1432, 1.3331, -0.0795], [0.0131, 2.6271, 0.5874], [-0.6569, 1.2398, 1.7711], [1.7290, 0.9399, 1.1668], [-1.1640, -2.2860, -1.7713], [-0.0435, -3.3761, 0.2498], [1.0981, -0.3309, -0.4972], [0.0037, -0.2418, -1.5659]], "atomic_forces_ev_per_a": [[0.87, -0.19, -0.27], [-1.26, -1.05, -3.51], [1.50, 4.05, -0.36], [1.01, 0.09, 1.23], [-0.72, -1.89, 0.58], [0.16, 0.92, -1.71], [0.08, -1.23, -0.32], [-0.92, -0.97, -0.33], [-0.65, 3.26, -2.91], [-1.07, 5.63, 1.90], [0.98, -8.63, 5.70]], "gap_ev": 6.797, "homo_ev": -8.52, "total_charge": 0, "e_lumo_ev": -1.721}


3.
{"formula": "C7H15BNO4", "method": "ωB97M-V/def2-TZVPD", "symbols": ["C", "C", "O", "C", "O", "C", "C", "C", "N", "B", "O", "O", "C", "H", "H", "H", "H", "H", "H", "H", "H", "H", "H", "H", "H", "H", "H", "H"], "positions_angstrom": [[2.1130, -1.5670, 0.7685], [2.7614, -1.4859, -0.7348], [2.5633, -0.2070, -1.4340], [2.3578, 0.9156, -0.5058], [3.2909, 1.5182, 0.2360], [0.7981, 1.5134, -0.4281], [0.2811, 1.6257, 1.1238], [-1.3529, 1.8725, 1.2337], [-2.0784, 0.5526, 1.1018], [-2.7426, 0.3851, -0.2516], [-2.5069, 1.2382, -1.4501], [-3.6956, -0.7606, -0.4690], [-2.7865, -1.9280, -0.6243], [2.6476, -0.9143, 1.5798], [0.9363, -1.4007, 0.7265], [2.2434, -2.6985, 1.1265], [3.8782, -1.8430, -0.6673], [2.2004, -2.3098, -1.3914], [0.1111, 0.8125, -1.1066], [0.7228, 2.5890, -0.9183], [0.6222, 0.6879, 1.7775], [0.8097, 2.5782, 1.6101], [-1.5367, 2.2388, 2.3547], [-1.7522, 2.7337, 0.5497], [-2.2688, 0.6455, -2.2227], [-1.6669, -1.5785, -0.8268], [-2.7988, -2.5791, 0.3518], [-3.1512, -2.6342, -1.5096]], "atomic_forces_ev_per_a": [[-0.39, -1.27, -0.10], [-0.44, -1.91, 0.79], [0.07, 1.15, 3.04], [2.22, 3.69, 2.96], [-4.98, -4.44, -4.81], [0.01, -0.75, -0.71], [0.34, 1.07, 0.34], [0.25, -1.12, 1.16], [-1.49, 1.51, -4.30], [1.03, 0.32, 2.94], [0.28, -1.87, -0.02], [3.24, -0.60, -0.46], [-0.20, -0.52, 0.00], [-1.14, -1.00, -1.81], [2.58, 0.00, 0.18], [-0.18, 2.35, -0.85], [-1.91, 1.17, -0.27], [1.17, 1.95, 1.32], [1.44, 1.44, 1.79], [0.55, -2.23, 1.01], [-1.04, 1.98, -1.58], [-0.83, -1.99, -1.10], [0.55, -0.52, -2.15], [1.09, -1.42, 0.89], [-0.76, 1.03, 1.41], [-2.28, -0.84, 0.40], [0.15, 1.28, -1.72], [0.68, 1.53, 1.65]], "gap_ev": 6.243, "homo_ev": -3.12, "total_charge": -1, "e_lumo_ev": 3.119}


4.
{"formula": "C35H33NNi", "method": "ωB97M-V/def2-TZVPD", "symbols": ["Ni", "C", "C", "C", "C", "C", "C", "C", "C", "C", "H", "H", "H", "H", "H", "H", "H", "H", "H", "H", "H", "H", "N", "C", "C", "C", "C", "C", "C", "C", "C", "C", "C", "C", "C", "H", "H", "H", "H", "H", "H", "H", "H", "H", "H", "C", "C", "C", "C", "C", "C", "C", "C", "C", "C", "C", "C", "C", "C", "H", "H", "H", "H", "H", "H", "H", "H", "H", "H", "H"], "positions_angstrom": [[0.2922, -0.4211, -1.4607], [2.4947, -2.6109, -1.3415], [2.1647, -1.3141, -2.0267], [1.3997, -1.2965, -3.2023], [1.1651, -0.1047, -3.9083], [0.4488, -0.1271, -5.2282], [1.6209, 1.0953, -3.3784], [2.3200, 1.1310, -2.1695], [2.7555, 2.4448, -1.5885], [2.6136, -0.0780, -1.5282], [1.5879, -3.1881, -1.1579], [2.9857, -2.4305, -0.3856], [3.1621, -3.2127, -1.9609], [1.0130, -2.2276, -3.5965], [-0.4177, 0.5344, -5.2174], [0.1106, -1.1297, -5.4814], [1.1162, 0.2245, -6.0170], [1.4258, 2.0218, -3.9059], [1.9965, 2.8264, -0.9040], [2.9057, 3.1830, -2.3758], [3.6795, 2.3414, -1.0211], [3.2020, -0.0660, -0.6182], [0.1574, -2.0563, 2.0092], [0.2409, -0.6481, 2.5003], [1.2970, -0.5725, 3.5720], [1.0018, -0.5482, 4.8750], [-0.3695, -0.4534, 5.3182], [-1.3626, -0.2737, 4.4171], [-1.1146, -0.2050, 2.9997], [-2.0595, 0.2051, 2.0813], [-3.4182, 0.5339, 2.4555], [-4.3571, 0.8528, 1.5381], [-4.0533, 0.8975, 0.1397], [-2.8024, 0.6037, -0.2737], [-1.7305, 0.2798, 0.6462], [1.0938, -2.4514, 2.0567], [-0.4112, -2.6183, 2.6353], [2.3304, -0.6327, 3.2437], [1.7930, -0.5859, 5.6141], [-0.5885, -0.4725, 6.3773], [-2.3707, -0.1355, 4.7825], [-3.7003, 0.5050, 3.4981], [-5.3651, 1.0784, 1.8653], [-4.8206, 1.1783, -0.5693], [-2.5422, 0.6727, -1.3183], [2.0748, 4.1527, 2.1433], [0.7204, 3.9343, 1.9326], [0.2478, 2.6626, 1.6401], [1.1220, 1.5821, 1.5541], [2.4791, 1.8172, 1.7665], [2.9566, 3.0853, 2.0611], [0.6590, 0.1640, 1.2478], [-0.4388, 0.1334, 0.1983], [-1.2288, -1.4234, -1.8709], [-1.5864, -2.5000, -1.0578], [-2.6224, -3.3531, -1.4213], [-3.3339, -3.1384, -2.5933], [-2.9968, -2.0636, -3.4037], [-1.9517, -1.2192, -3.0467], [2.4393, 5.1464, 2.3701], [0.0231, 4.7602, 1.9943], [-0.8085, 2.5125, 1.4647], [3.1775, 0.9895, 1.6973], [4.0164, 3.2397, 2.2223], [1.5454, -0.3568, 0.8722], [-1.0668, -2.6497, -0.1177], [-2.8863, -4.1813, -0.7736], [-4.1503, -3.7946, -2.8675], [-3.5531, -1.8746, -4.3146], [-1.7285, -0.3742, -3.6877]], "atomic_forces_ev_per_a": [[-0.33, 0.54, -0.26], [0.02, 0.01, 0.00], [0.19, 0.05, 0.01], [0.05, -0.01, -0.05], [-0.01, -0.01, 0.03], [-0.01, 0.01, 0.00], [-0.05, 0.00, 0.01], [-0.08, -0.02, 0.00], [0.04, 0.00, 0.01], [0.01, -0.12, 0.14], [-0.01, 0.00, -0.02], [0.00, 0.00, 0.00], [0.01, 0.00, 0.01], [0.00, -0.01, 0.00], [0.01, 0.02, -0.01], [-0.02, 0.00, 0.01], [0.01, -0.02, 0.00], [-0.01, 0.00, 0.00], [-0.02, 0.02, 0.02], [0.00, -0.01, 0.00], [-0.01, 0.00, 0.00], [0.00, 0.05, -0.02], [-0.09, -0.18, 0.14], [0.16, 0.21, -0.36], [0.03, 0.02, 0.22], [0.27, -0.05, -0.21], [-0.40, 0.06, -0.14], [0.13, -0.05, 0.19], [-0.24, 0.07, -0.12], [0.18, -0.04, 0.01], [-0.09, 0.03, -0.02], [-0.01, -0.04, 0.30], [0.32, -0.08, -0.19], [-0.15, 0.03, 0.00], [0.39, 0.06, -0.13], [-0.03, -0.06, -0.07], [-0.01, 0.13, 0.10], [-0.01, 0.01, 0.00], [0.01, 0.01, 0.00], [-0.02, -0.01, 0.00], [0.01, -0.03, 0.00], [0.00, 0.04, -0.02], [0.01, 0.00, 0.02], [0.01, -0.01, -0.02], [0.00, -0.03, -0.04], [0.01, 0.00, 0.00], [0.00, 0.00, 0.00], [0.01, 0.01, -0.04], [0.07, -0.03, 0.00], [-0.02, 0.01, 0.01], [0.00, 0.01, 0.00], [-0.07, -0.19, 0.30], [-0.27, -0.22, -0.04], [0.03, -0.15, 0.22], [0.01, 0.02, -0.06], [0.01, -0.01, 0.01], [0.00, 0.01, -0.01], [0.00, -0.01, 0.00], [-0.02, 0.03, 0.02], [0.00, 0.00, 0.00], [0.00, 0.00, 0.00], [0.00, -0.01, 0.00], [0.00, 0.00, 0.01], [0.00, 0.00, 0.00], [-0.03, -0.07, -0.01], [-0.01, -0.01, 0.02], [0.00, 0.00, 0.00], [0.00, 0.00, 0.00], [0.00, 0.00, 0.00], [-0.01, 0.00, 0.01]], "gap_ev": [6.082, 5.836], "homo_ev": [-6.24, -6.17], "total_charge": 0, "e_lumo_ev": [-0.156, -0.329]}


5.
{"formula": "C6H11NO2", "method": "ωB97M-V/def2-TZVPD", "symbols": ["C", "C", "O", "C", "N", "H", "H", "H", "H", "H", "H", "H", "C", "C", "C", "O", "H", "H", "H", "H"], "positions_angstrom": [[-2.7570, 0.0853, 1.2263], [-1.4349, -0.0204, 1.9349], [-1.3195, -0.2755, 3.1028], [-0.0786, 0.8166, 1.0068], [-0.1071, -0.6557, 0.8364], [-2.6185, 0.1675, 0.1478], [-3.3571, -0.8032, 1.4199], [-3.2805, 0.9761, 1.5735], [-0.6182, 1.4265, 0.2748], [0.6052, 1.1085, 1.8034], [0.8324, -1.0213, 0.9657], [-0.4906, -0.8818, -0.1002], [3.0172, 0.1327, -1.5466], [1.6924, 0.2443, -1.4723], [0.7712, -0.5339, -2.2724], [-0.3641, -0.8370, -1.9328], [3.5031, -0.6223, -2.1539], [3.6771, 0.8044, -1.0147], [1.1782, 0.7895, -0.5533], [1.1495, -0.9003, -3.2460]], "atomic_forces_ev_per_a": [[0.37, -0.69, -0.96], [1.67, 2.79, 0.38], [0.09, -0.33, 0.17], [-3.81, -1.35, 2.73], [0.00, -0.35, -1.83], [-0.08, 0.04, -0.05], [-0.08, 0.06, 0.14], [0.19, -0.08, 0.16], [1.06, -0.04, 0.12], [-0.16, 0.49, -0.69], [-0.33, -0.52, -0.01], [0.77, -0.03, 0.69], [-0.11, 0.12, -0.36], [-0.63, 1.03, 2.72], [-0.73, -1.14, -0.37], [0.62, 0.42, -0.53], [-0.05, 0.21, -0.42], [-0.05, -0.24, 0.42], [1.27, -0.47, -2.35], [0.01, 0.07, 0.03]], "smiles": "C[C@]1([O-])C[NH2+]1.C=CC=O", "gap_ev": 6.854, "homo_ev": -7.32, "total_charge": 0, "e_lumo_ev": -0.469}


6.
{"formula": "N2O4S3", "method": "ωB97M-V/def2-TZVPD", "symbols": ["N", "N", "O", "O", "O", "O", "S", "S", "S"], "positions_angstrom": [[0.0090, 0.5736, -0.7561], [1.6615, -0.4510, 0.7204], [-1.6901, 0.1214, -2.4971], [-0.0578, -1.8253, -0.2930], [-0.8464, -0.2814, 1.4987], [0.8426, 1.5914, 1.9666], [-1.3367, 0.8522, -1.3398], [0.9323, -0.8921, -0.6720], [0.4856, 0.3113, 1.3723]], "atomic_forces_ev_per_a": [[0.45, 1.09, 0.35], [-0.14, 1.09, 1.11], [-0.66, -0.91, -1.33], [-1.76, -2.74, -0.82], [2.65, 1.50, 1.06], [-0.94, -2.33, -0.77], [-0.23, 1.17, 0.41], [1.89, -0.80, -2.07], [-1.28, 1.95, 2.05]], "gap_ev": 8.614, "homo_ev": -10.70, "total_charge": 0, "e_lumo_ev": -2.083}